Formula: C5H6Br2
Source: OMol25
Level of theory: ωB97M-V/def2-TZVPD

Its LUMO energy is 0.42 eV. The energy above the lowest of the compared OMol25 structures with the same formula, charge and spin comes out at 1.688 eV. The value obtained for the HOMO-LUMO gap is 9.82 eV.

Atoms and positions in Å:
C (1.60181, 0.11133, 0.83557)
C (1.33059, 0.05231, -0.49687)
C (0.19392, 0.18982, 1.18466)
C (-0.12806, 0.24193, -0.26698)
C (-1.32264, -0.66902, -0.98969)
Br (-0.54791, 2.15074, -0.92441)
Br (-2.92077, -0.39923, 0.04316)
H (2.50319, 0.18379, 1.37770)
H (1.93982, -0.13014, -1.37877)
H (-0.00069, -0.74287, 1.71300)
H (0.04925, 1.10585, 1.91731)
H (-1.28196, -1.67407, -0.95124)
H (-1.41654, -0.42045, -2.06342)

***

Formula: C5H6Br2NS
Source: OMol25
Level of theory: ωB97M-V/def2-TZVPD

Its LUMO energy (alpha / beta) is -3.72 / -7.92 eV. As for the total charge: +1. As for the spin multiplicity: 3. The value obtained for the HOMO-LUMO gap (alpha / beta) is 7.02 / 6.63 eV.

Atoms and positions in Å:
C (2.27305, -0.61170, 0.27609)
C (3.60620, -0.47059, 0.07288)
C (2.42214, 1.65594, 0.04040)
C (-0.52673, 0.06542, -0.55066)
C (0.22369, 0.73145, 0.57385)
N (1.64806, 0.56283, 0.42832)
S (4.01569, 1.18336, -0.28794)
Br (4.80582, -1.80460, -0.17901)
Br (1.75537, 3.41039, -0.10855)
H (1.95025, -1.65188, 0.35438)
H (-0.08382, 0.17873, -1.45179)
H (-1.56307, 0.36164, -0.77239)
H (-0.53811, -1.10553, -0.47996)
H (-0.01160, 0.25442, 1.46568)
H (-0.12276, 1.69363, 0.40789)

***

Formula: C5H6Br3F3O2
Source: OMol25
Level of theory: ωB97M-V/def2-TZVPD

As for the structure (SMILES): CCOC(=O)C(F)(F)F.BrC(Br)Br. Its LUMO energy is -0.73 eV. The energy above the lowest of the compared OMol25 structures with the same formula, charge and spin comes out at 0.707 eV. The value obtained for the HOMO-LUMO gap is 9.77 eV.

Atoms and positions in Å:
C (7.45596, 16.89491, -7.25179)
C (7.79438, 18.26410, -7.89405)
O (9.10903, 18.18604, -8.25843)
C (9.79106, 19.28214, -8.70293)
O (9.31754, 20.39976, -8.99983)
C (11.27729, 19.09244, -8.97290)
F (12.03352, 19.48523, -7.93059)
F (11.49419, 17.74517, -9.08926)
F (11.59685, 19.77634, -10.06597)
H (7.77169, 16.10673, -7.93530)
H (6.40464, 16.67617, -7.06479)
H (7.97518, 16.71276, -6.31087)
H (7.61047, 19.05901, -7.17128)
H (7.24728, 18.55989, -8.78920)
Br (4.63033, 25.92895, -6.09230)
C (5.33258, 25.63673, -7.96799)
Br (5.73757, 27.31590, -8.97906)
Br (4.16409, 24.39541, -9.06528)
H (6.28111, 25.10156, -7.92319)

***

Formula: C5H6BrF
Source: OMol25
Level of theory: ωB97M-V/def2-TZVPD

Its LUMO energy is -0.61 eV. The energy above the lowest of the compared OMol25 structures with the same formula, charge and spin comes out at 5.239 eV. The value obtained for the HOMO-LUMO gap is 8.15 eV.

Atoms and positions in Å:
C (1.88695, -0.50812, -0.17479)
C (-1.71828, -1.24025, -0.54050)
C (0.64384, -1.17756, 0.16252)
C (-0.53977, -0.43484, -0.54683)
C (-0.53089, 1.05910, -0.00341)
F (2.97795, -1.23695, 0.03227)
Br (-3.23265, -0.30068, -0.11438)
H (0.55885, -2.20543, -0.15873)
H (0.64229, -0.87064, 1.17760)
H (-0.35053, -0.45364, -1.60961)
H (0.61950, 1.19404, -0.01052)
H (-1.01203, 1.01340, 0.97870)
H (-1.09058, 1.77566, -0.70128)

***

Formula: C5H6Cl2O
Source: OMol25
Level of theory: ωB97M-V/def2-TZVPD

As for the structure (SMILES): C/C(Cl)=C/O/C=C\Cl. Its LUMO energy is 0.46 eV. The energy above the lowest of the compared OMol25 structures with the same formula, charge and spin comes out at 3.992 eV. The value obtained for the HOMO-LUMO gap is 9.35 eV.

Atoms and positions in Å:
C (-2.08009, -0.47965, -2.61772)
C (-1.19689, 0.10294, -1.54766)
Cl (-1.06953, 1.90213, -1.97634)
C (-0.91915, -0.61379, -0.51492)
O (0.04871, -0.18330, 0.40219)
C (0.51592, -1.36870, 0.99293)
C (1.64635, -1.50945, 1.93997)
Cl (2.12110, 0.03938, 2.79043)
H (-1.73373, -1.72178, -2.67454)
H (-3.27330, -0.33215, -2.37263)
H (-2.04982, -0.05702, -3.70676)
H (-1.15656, -1.64022, -0.72892)
H (0.29643, -2.21892, 0.35624)
H (1.85377, -2.35731, 2.55399)

***

Formula: C5H6Cl2O
Source: OMol25
Level of theory: ωB97M-V/def2-TZVPD

As for the structure (SMILES): Cl[C@@H]1[C@@H]2OCC[C@@]12Cl. Its LUMO energy is 0.61 eV. The energy above the lowest of the compared OMol25 structures with the same formula, charge and spin comes out at 3.593 eV. The value obtained for the HOMO-LUMO gap is 9.83 eV.

Atoms and positions in Å:
Cl (-1.98643, -2.63056, -0.67190)
C (-1.58152, -0.92845, -0.45540)
C (-0.40142, -0.13730, -0.95963)
O (0.95944, -0.11602, -1.25280)
C (1.42866, 0.72089, -0.16470)
C (0.33645, 0.72039, 1.00873)
C (-0.46033, -0.50241, 0.51465)
Cl (0.55268, -1.91507, 0.92185)
H (-2.48498, -0.34403, -0.48872)
H (-0.81965, 0.87127, -1.10574)
H (1.55243, 1.73411, -0.54625)
H (2.37530, 0.32200, 0.18519)
H (0.77474, 0.57750, 2.00374)
H (-0.24537, 1.62768, 1.01096)